[1]
Formula: C2H7FNPS
Source: the Open Molecules 2025 dataset
Level of theory: wB97M-V/def2-TZVPD

Last columns: bonded neighbours and bond lengths (Å).
CARTESIAN COORDINATES (ANGSTROEM)
1 C 1.247 -1.462 0.387  N2 1.419, H7 1.146, H8 1.106, H9 1.108
2 N 0.964 -0.115 0.729  C1 1.419, P3 2.063, H10 0.983
3 P -0.988 0.299 0.203  N2 2.063, C4 1.871, F5 1.624, S6 1.980
4 C -0.665 1.599 -1.103  P3 1.871, H11 1.054, H12 1.068, H13 1.062
5 F -1.625 1.149 1.432  P3 1.624
6 S -2.005 -1.315 -0.326  P3 1.980
7 H 0.344 -2.146 0.559  C1 1.146
8 H 1.298 -1.785 -0.670  C1 1.106
9 H 2.146 -1.777 0.951  C1 1.108
10 H 0.975 0.097 1.689  N2 0.983
11 H 0.051 2.200 -0.616  C4 1.054
12 H -0.225 1.064 -1.915  C4 1.068
13 H -1.517 2.194 -1.320  C4 1.062

Values from the calculation:
total energy: -26519.6137 eV
SMILES: CN[P@](C)(F)=S

***

[2]
Formula: C2H7IN
Source: the Open Molecules 2025 dataset
Level of theory: wB97M-V/def2-TZVPD

Last columns: bonded neighbours and bond lengths (Å).
CARTESIAN COORDINATES (ANGSTROEM)
1 C -0.589 0.207 -0.604  N3 1.435, H5 1.169, H6 1.076, H7 1.057
2 C 2.331 1.175 -0.551  I4 2.052, H8 1.106, H9 1.061
3 N 0.202 0.704 0.484  C1 1.435, H10 1.016, H11 0.984
4 I 3.657 -0.213 0.173  C2 2.052
5 H -0.701 1.168 -1.260  C1 1.169
6 H -0.047 -0.587 -1.088  C1 1.076
7 H -1.551 -0.054 -0.250  C1 1.057
8 H 1.986 0.952 -1.577  C2 1.106
9 H 2.611 2.137 -0.201  C2 1.061
10 H 0.593 0.067 1.172  N3 1.016
11 H -0.270 1.502 0.813  N3 0.984

Values from the calculation:
total energy: -11768.5303 eV
total charge: +1

***

[3]
Formula: C2H7IN3
Source: the Open Molecules 2025 dataset
Level of theory: wB97M-V/def2-TZVPD

Last columns: bonded neighbours and bond lengths (Å).
CARTESIAN COORDINATES (ANGSTROEM)
1 H 0.441 -1.387 -2.550  N2 1.069
2 N 0.560 -0.483 -1.991  H1 1.069, C3 1.272
3 C 0.085 -0.104 -0.873  N2 1.272, C4 1.551, N5 1.458
4 C 0.576 1.296 -0.422  C3 1.551, H8 1.072, H9 1.164, H10 1.113
5 N -0.630 -0.805 0.187  C3 1.458, N6 1.467, I7 2.102
6 N -0.646 -0.205 1.526  N5 1.467, H11 0.974, H12 0.970, H13 1.075
7 I -0.824 -2.886 -0.041  N5 2.102
8 H -0.085 1.824 0.237  C4 1.072
9 H 0.843 1.899 -1.381  C4 1.164
10 H 1.618 1.072 -0.101  C4 1.113
11 H 0.178 -0.512 1.944  N6 0.974
12 H -1.384 -0.570 2.038  N6 0.970
13 H -0.731 0.862 1.429  N6 1.075

Values from the calculation:
total energy: -14748.1871 eV
total charge: +1
SMILES: [H]/N=C(/C)N([NH3+])I

***

[4]
Formula: C2H7IP2
Source: the Open Molecules 2025 dataset
Level of theory: wB97M-V/def2-TZVPD

Last columns: bonded neighbours and bond lengths (Å).
CARTESIAN COORDINATES (ANGSTROEM)
1 C -0.797 1.429 1.301  C2 1.457, H6 1.045, H7 1.133, H8 1.135
2 C 0.356 1.005 0.517  C1 1.457, P4 1.792, H9 1.019
3 P -0.113 -2.275 -3.550  H10 1.501, H11 1.551
4 P 0.513 -0.486 -0.464  C2 1.792, I5 2.397, H12 1.374
5 I 0.658 -2.122 1.283  P4 2.397
6 H -1.253 2.257 0.857  C1 1.045
7 H -0.278 1.938 2.169  C1 1.133
8 H -1.464 0.663 1.806  C1 1.135
9 H 0.869 1.850 0.270  C2 1.019
10 H 0.947 -1.305 -3.986  P3 1.501
11 H 0.941 -3.341 -3.149  P3 1.551
12 H 1.813 -0.186 -0.790  P4 1.374

Values from the calculation:
total energy: -28861.8501 eV

***

[5]
Formula: C2H7N
Source: the Open Molecules 2025 dataset
Level of theory: wB97M-V/def2-TZVPD

Last columns: bonded neighbours and bond lengths (Å).
CARTESIAN COORDINATES (ANGSTROEM)
1 C 2.352 -0.207 0.231  N2 1.411, H4 1.074, H5 1.097
2 N 1.054 0.321 0.068  C1 1.411, H6 1.072
3 C -2.032 0.191 -0.182  H7 1.088, H8 1.157, H9 1.097, H10 1.122
4 H 3.153 0.502 0.317  C1 1.074
5 H 2.352 -1.009 0.980  C1 1.097
6 H 1.168 -0.483 -0.632  N2 1.072
7 H -1.899 0.890 -1.006  C3 1.088
8 H -2.967 -0.478 -0.320  C3 1.157
9 H -2.054 0.745 0.765  C3 1.097
10 H -1.128 -0.471 -0.220  C3 1.122

Values from the calculation:
total energy: -3673.4660 eV
multiplicity: 2
total charge: -1

***

[6]
Formula: C2H7N
Source: the Open Molecules 2025 dataset
Level of theory: wB97M-V/def2-TZVPD

Last columns: bonded neighbours and bond lengths (Å).
CARTESIAN COORDINATES (ANGSTROEM)
1 C -1.996 -0.389 -0.107  H2 1.090, H3 1.083, H4 1.090, H5 1.088
2 H -2.466 0.081 0.757  C1 1.090
3 H -1.249 0.299 -0.484  C1 1.083
4 H -2.690 -0.696 -0.889  C1 1.090
5 H -1.505 -1.304 0.217  C1 1.088
6 C 2.309 0.348 0.390  N7 1.373, H8 1.093, H9 1.095
7 N 1.296 -0.141 -0.397  C6 1.373, H10 1.020
8 H 3.286 -0.138 0.453  C6 1.093
9 H 2.224 1.315 0.897  C6 1.095
10 H 0.789 0.625 -0.839  N7 1.020

Values from the calculation:
total energy: -3675.0014 eV
multiplicity: 2
total charge: -1